(1)
This record from the Open Molecules 2025 dataset describes a 4-piece molecular cluster, C9H14FN3O3 overall. The level of theory is ωB97M-V/def2-TZVPD.

The geometry in XYZ format:
```
30
Properties=species:S:1:pos:R:3:mulliken_charge:R:1
O -2.20577 -2.29986 -2.49135 -0.532
C -1.60338 -1.49043 -3.12759 0.783
O -0.48604 -1.81296 -3.82098 -0.487
O -2.00643 -0.20865 -3.18548 -0.349
C -1.48886 0.68068 -4.18366 -0.592
C -0.38800 1.54202 -3.57939 -0.103
F -0.23794 2.68973 -4.35663 -0.310
H 0.18126 -1.11557 -3.76743 0.350
H -1.13019 0.13503 -5.05725 0.408
H -2.32310 1.30908 -4.50253 0.340
H 0.57702 1.01747 -3.58203 0.205
H -0.62106 1.81350 -2.54720 0.267
C 0.29407 -2.54660 0.21433 -0.881
C 0.78460 -1.23155 -0.17432 0.484
N 1.11821 -0.17603 -0.49357 -0.470
H 0.82346 -3.31802 -0.34169 0.369
H 0.44915 -2.69154 1.28155 0.313
H -0.76995 -2.61251 -0.00674 0.247
C 2.60437 1.17968 2.18314 -0.357
C 2.41979 1.65094 3.54916 0.281
N 2.19432 2.00503 4.62222 -0.423
H 2.92253 1.99647 1.53863 0.290
H 3.35472 0.39183 2.15810 0.259
H 1.65918 0.78751 1.81287 -0.081
C -1.13404 0.56494 5.08941 -0.866
C -0.82361 0.03023 3.76988 0.356
N -0.54210 -0.38896 2.73461 -0.359
H -0.67629 -0.05992 5.85329 0.258
H -0.73387 1.57355 5.17340 0.278
H -2.21208 0.58491 5.23727 0.323
```

Computed properties:
HOMO-LUMO gap in eV: 11.7
Calculated total energy in a.u.: -841.1730
2S+1: 1
SMILES: O=C(O)OCCF.CC#N.CC#N.CC#N
M in u: 231.23

***

(2)
This record from the Open Molecules 2025 dataset describes one molecule with the formula C9H14INSi. The level of theory is ωB97M-V/def2-TZVPD.

The geometry in XYZ format:
```
26
Properties=species:S:1:pos:R:3:mulliken_charge:R:1
C 0.43479 -1.52992 0.72813 -1.696
C -0.80171 -0.57189 0.74971 1.459
C -2.04744 -1.07531 1.21393 -0.778
C -3.18363 -0.48836 0.91496 -0.225
C -3.22849 0.68828 0.12346 -0.530
C -2.00341 1.23665 -0.28605 -0.717
C -0.71687 0.53152 -0.05296 -0.073
C 0.70414 0.97826 -0.69593 -0.184
C 0.64220 0.18832 -1.99044 -1.185
Si 2.21453 0.99998 0.53137 0.355
N 3.36266 -0.32173 0.43012 -0.541
I 5.26274 -0.25576 -0.20474 0.111
H 0.14329 -2.56645 0.77658 0.456
H 1.15922 -1.39393 1.49142 0.512
H 0.95676 -1.51306 -0.22277 0.230
H -1.97831 -2.02551 1.77138 0.324
H -4.16120 -0.68973 1.35610 0.314
H -4.26057 1.18411 0.11370 0.268
H -1.96325 2.22786 -0.75586 0.304
H 0.40945 2.03584 -0.78076 0.516
H -0.11413 0.82062 -2.65969 0.318
H 0.07361 -0.69033 -1.83673 0.467
H 1.57944 0.08158 -2.62757 0.259
H 2.66293 2.32209 0.11073 -0.213
H 1.79913 0.99042 1.98876 -0.097
H 3.05409 -1.16356 -0.18684 0.344
```

Computed properties:
HOMO-LUMO gap in eV: 8.8
Calculated total energy in a.u.: -993.1983
2S+1: 1
SMILES: Cc1ccccc1[C@H](C)[SiH2]NI
M in u: 291.21

***

(3)
This record from the Open Molecules 2025 dataset describes one molecule with the formula C9H14N2. The level of theory is ωB97M-V/def2-TZVPD.

The geometry in XYZ format:
```
25
Properties=species:S:1:pos:R:3:mulliken_charge:R:1
C 0.75110 0.68486 -1.77845 -1.036
C 0.48682 0.05797 -0.65490 -0.028
C -1.18063 -0.30412 -0.28448 -0.019
C -1.91456 -1.43337 -0.48463 -0.437
N -3.19978 -1.20989 -0.09902 -0.691
C -3.23457 0.02714 0.31219 -0.095
N -2.02754 0.63890 0.21664 0.184
C -1.70329 1.98081 0.60251 -0.797
C 1.39950 -0.39271 0.43984 1.052
C 1.59880 -1.90882 0.33924 -1.378
C 2.74828 0.32643 0.41916 -1.773
H 1.76030 0.95223 -2.04782 0.300
H -0.01432 0.95048 -2.48767 0.365
H -1.61151 -2.38093 -0.88111 0.455
H -4.10719 0.52986 0.68012 0.368
H -0.99171 1.98172 1.43195 0.267
H -1.25810 2.52453 -0.23398 0.311
H -2.61554 2.48846 0.91685 0.320
H 0.90756 -0.18048 1.39828 0.356
H 0.64198 -2.42122 0.37321 0.352
H 2.21412 -2.26249 1.16376 0.412
H 2.09046 -2.15850 -0.59740 0.305
H 3.31791 0.04775 -0.46395 0.352
H 2.61306 1.40737 0.42238 0.408
H 3.32887 0.05399 1.29728 0.447
```

Computed properties:
HOMO-LUMO gap in eV: 9.3
Calculated total energy in a.u.: -460.8058
2S+1: 1
SMILES: C=C(c1cncn1C)C(C)C
M in u: 150.22

***

Quick rundown of relative energy (zero: lowest compared OMol25 entry of this formula, charge and spin), same order as above: 0.0, 19.2, 29.3 kcal per mole